Molecular formula: C3H3BrS
Method: DFT, ωB97M-V/def2-TZVPD

XYZ file:
```
8
Properties=species:S:1:pos:R:3:nbo_charge:R:1
C -0.43 0.05 0.04 -0.176
Br -0.40 -0.39 -2.75 0.091
C 1.42 -0.12 1.01 -0.303
H -2.19 0.41 -1.10 0.242
H -0.97 0.29 0.86 0.170
H 2.37 -0.32 0.51 0.205
S 1.32 0.03 2.56 0.163
C -1.11 0.05 -1.13 -0.392
```

* gap between HOMO and LUMO: 8.44 eV
* energy above the lowest of the compared OMol25 structures with the same formula, charge and spin: 240.8 kJ/mol
* lowest unoccupied orbital energy: -0.6 eV
* largest force on an atom: 0.0649 Eh/bohr
* multiplicity: 1
* E_tot: -3088.157104 Eh